Record 1
{"formula": "C3H5NS2", "method": "wB97M-V/def2-TZVPD", "max_force_ev_per_a": 1.87, "e_tot_ev": -26351.694, "smiles": "CN(C=S)C=S", "e_homo_ha": -0.3257, "symbols": ["C", "C", "C", "H", "H", "H", "H", "H", "N", "S", "S"], "positions_angstrom": [[-0.632, 1.140, -0.003], [-0.639, -1.310, 0.107], [1.480, -0.119, -0.075], [0.118, 1.933, -0.315], [-0.974, 1.487, 1.034], [-1.522, 1.045, -0.629], [0.037, -2.145, 0.316], [1.773, 0.919, -0.286], [0.085, -0.125, -0.027], [-2.268, -1.462, -0.083], [2.542, -1.363, -0.037]]}

Record 2
{"formula": "C3H5NS2", "method": "wB97M-V/def2-TZVPD", "max_force_ev_per_a": 1.39, "e_tot_ev": -26351.184, "e_homo_ha": -0.3199, "symbols": ["C", "C", "C", "H", "H", "H", "H", "H", "N", "S", "S"], "positions_angstrom": [[0.113, -1.705, 0.167], [0.133, -0.725, 1.315], [-0.187, 2.163, -1.242], [0.387, -2.725, 0.526], [0.865, -1.444, -0.607], [-0.849, -1.638, -0.374], [-0.109, 2.223, -2.343], [-0.742, 2.921, -0.726], [0.162, 1.091, -0.641], [0.298, -1.138, 2.877], [-0.070, 0.978, 1.048]]}

Record 3
{"formula": "C3H5NS3", "method": "wB97M-V/def2-TZVPD", "max_force_ev_per_a": 1.74, "e_tot_ev": -37186.531, "e_homo_ha": -0.3168, "symbols": ["C", "C", "C", "H", "H", "H", "H", "H", "N", "S", "S", "S"], "positions_angstrom": [[-2.595, 0.620, -0.054], [0.109, 0.038, 0.060], [1.122, -1.082, 0.029], [-3.423, 0.153, -0.594], [-2.945, 0.878, 0.936], [-2.191, 1.441, -0.637], [0.678, -2.084, 0.024], [4.463, -0.291, -0.007], [2.392, -1.008, 0.044], [-1.406, -0.708, 0.093], [0.492, 1.657, 0.091], [3.305, 0.386, 0.015]]}

Record 4
{"formula": "C3H5NS3", "method": "wB97M-V/def2-TZVPD", "max_force_ev_per_a": 5.76, "e_tot_ev": -37183.207, "e_homo_ha": -0.3180, "symbols": ["C", "C", "C", "H", "H", "H", "H", "H", "N", "S", "S", "S"], "positions_angstrom": [[-1.005, -0.530, -0.278], [-0.110, 0.403, 0.468], [-0.231, 1.730, -0.269], [0.452, -1.936, -1.140], [-1.384, -1.559, 0.161], [-2.100, 0.048, -0.463], [-0.316, 1.779, -1.444], [2.764, -1.262, 1.594], [0.939, 0.349, 1.339], [-0.253, -0.927, -1.881], [0.185, 3.236, 0.288], [1.061, -1.329, 1.627]]}

For the records above, the corresponding HOMO-LUMO gap values read 7.90; 8.54; 7.81; 7.53 eV.
For the records above, the corresponding relative energy (zero: lowest compared OMol25 entry of this formula, charge and spin) values read 24.0; 35.7; 21.4; 98.0 kcal per mole.